(1)
The following is a DFT calculation (the ωB97M-V functional and the def2-TZVPD basis) of a cluster of 2 separate species, CH5O2PS in total in a non-equilibrium geometry.

Output
- HOMO (alpha / beta): -0.30030 / -0.41099 Eh
- Lowest unoccupied orbital energy (alpha / beta): 0.009 / -0.086 Ha
- Energy above the lowest of the compared OMol25 structures with the same formula, charge and spin: 56.2 kcal per mole
- Kohn-Sham gap (alpha / beta): 8.42 / 8.84 eV
- Expectation value of S²: 2.02
- F_max: 4.4 eV/A

Geometry as ORCA input:
```
! wB97M-V def2-TZVPD RIJCOSX def2/J DEFGRID3
* xyz 0 3
C -1.03 -0.86 -0.01
O 2.41 -1.35 -1.16
O 2.45 -1.37 1.32
P 2.38 1.45 -0.09
S 1.95 -0.82 0.07
H -1.30 -0.55 0.94
H -0.92 -0.10 -0.93
H -1.22 -1.85 -0.35
H 1.11 1.82 0.32
H 1.99 1.26 -1.39
*
```

(2)
The following is a DFT calculation (the ωB97M-V functional and the def2-TZVPD basis) of a structure of composition C75H156F15N11O23S9 in a non-equilibrium geometry.

Output
- HOMO: -0.45307 Eh
- Lowest unoccupied orbital energy: -0.168 Ha
- Kohn-Sham gap: 7.75 eV
- F_max: 4.1 eV/A

Geometry as ORCA input:
```
! wB97M-V def2-TZVPD RIJCOSX def2/J DEFGRID3
* xyz 2 1
C 17.11 -30.85 -8.92
C 17.18 -29.75 -9.95
C 16.67 -30.15 -11.35
N 17.13 -29.04 -12.36
C 16.72 -29.61 -13.75
C 15.15 -29.88 -13.72
C 14.36 -28.71 -13.21
C 14.93 -28.01 -11.92
C 16.44 -27.76 -12.05
C 18.71 -28.89 -12.41
H 17.27 -30.59 -7.92
H 17.93 -31.60 -9.06
H 16.19 -31.42 -9.09
H 18.23 -29.36 -10.08
H 16.67 -28.85 -9.70
H 15.64 -30.14 -11.44
H 17.13 -31.08 -11.77
H 17.31 -30.46 -14.01
H 16.90 -28.80 -14.45
H 14.97 -30.84 -13.24
H 14.83 -30.03 -14.73
H 13.30 -29.06 -13.12
H 14.40 -27.92 -13.95
H 14.80 -28.54 -10.98
H 14.47 -27.06 -11.85
H 16.88 -27.35 -11.13
H 16.63 -27.10 -12.89
H 18.79 -28.21 -11.62
H 18.92 -28.42 -13.42
H 18.97 -29.90 -12.30
C 8.14 -24.62 -11.70
C 8.18 -25.21 -10.30
C 9.16 -26.31 -10.34
N 9.09 -27.36 -9.37
C 8.16 -28.45 -9.83
C 8.63 -29.22 -11.09
C 10.01 -29.77 -10.82
C 10.93 -28.65 -10.44
C 10.44 -28.00 -9.18
C 8.70 -26.75 -8.08
H 7.86 -25.35 -12.41
H 9.11 -24.17 -11.93
H 7.46 -23.72 -11.57
H 7.15 -25.60 -10.02
H 8.36 -24.48 -9.51
H 10.14 -25.94 -10.46
H 9.10 -26.76 -11.38
H 7.09 -28.11 -9.97
H 8.08 -29.12 -8.94
H 8.46 -28.63 -12.00
H 7.90 -30.04 -11.16
H 10.40 -30.35 -11.66
H 9.97 -30.47 -9.99
H 10.99 -27.90 -11.23
H 11.91 -29.04 -10.26
H 11.05 -27.11 -8.86
H 10.35 -28.81 -8.44
H 9.36 -25.91 -8.03
H 9.02 -27.45 -7.35
H 7.65 -26.37 -7.92
C 7.31 -20.76 -12.98
C 7.02 -22.09 -13.54
C 6.59 -22.07 -14.99
N 6.44 -23.42 -15.67
C 5.41 -24.33 -14.88
C 5.03 -25.58 -15.66
C 4.30 -25.31 -16.92
C 5.29 -24.46 -17.68
C 5.83 -23.19 -17.05
C 7.78 -24.11 -15.87
H 6.42 -20.14 -13.06
H 8.10 -20.25 -13.57
H 7.53 -20.90 -11.93
H 6.26 -22.62 -12.93
H 7.91 -22.77 -13.47
H 7.17 -21.41 -15.59
H 5.63 -21.57 -15.00
H 4.49 -23.75 -14.76
H 5.84 -24.51 -13.91
H 4.42 -26.27 -15.02
H 5.93 -26.22 -15.74
H 3.39 -24.70 -16.75
H 3.96 -26.18 -17.45
H 4.85 -24.03 -18.55
H 6.08 -25.13 -18.04
H 5.02 -22.53 -16.89
H 6.56 -22.75 -17.70
H 7.84 -24.67 -16.83
H 7.88 -24.75 -15.01
H 8.50 -23.32 -15.88
C 15.46 -15.46 -10.67
C 14.20 -16.03 -10.07
C 14.38 -17.44 -9.61
N 13.08 -18.03 -9.07
C 13.58 -19.36 -8.46
C 14.48 -19.18 -7.23
C 13.74 -18.22 -6.22
C 13.31 -16.94 -6.87
C 12.39 -17.19 -8.06
C 12.17 -18.41 -10.23
H 15.85 -16.28 -11.31
H 16.18 -15.40 -9.86
H 15.45 -14.45 -11.18
H 13.38 -16.01 -10.85
H 13.85 -15.45 -9.19
H 15.19 -17.47 -8.88
H 14.70 -18.05 -10.44
H 14.15 -19.89 -9.27
H 12.79 -20.01 -8.17
H 15.50 -18.83 -7.51
H 14.62 -20.20 -6.75
H 14.39 -17.94 -5.39
H 12.81 -18.67 -5.81
H 14.15 -16.36 -7.19
H 12.80 -16.23 -6.27
H 12.01 -16.33 -8.51
H 11.59 -17.87 -7.74
H 12.00 -17.52 -10.78
H 11.31 -18.87 -9.77
H 12.76 -19.07 -10.95
C 16.87 -21.54 -17.06
C 18.32 -21.35 -16.69
C 18.37 -21.14 -15.20
N 19.78 -20.77 -14.74
C 20.06 -19.30 -15.14
C 19.29 -18.33 -14.32
C 19.42 -18.61 -12.81
C 19.10 -20.05 -12.47
C 19.97 -20.99 -13.22
C 20.82 -21.66 -15.43
H 16.42 -22.45 -16.65
H 16.65 -21.47 -18.12
H 16.23 -20.78 -16.63
H 18.66 -20.43 -17.24
H 18.90 -22.13 -17.06
H 18.07 -22.01 -14.67
H 17.69 -20.34 -14.86
H 20.11 -19.13 -16.24
H 21.12 -19.23 -14.90
H 18.25 -18.35 -14.70
H 19.75 -17.40 -14.53
H 18.68 -18.01 -12.29
H 20.38 -18.39 -12.39
H 18.10 -20.43 -12.66
H 19.19 -20.19 -11.34
H 19.62 -21.97 -13.07
H 21.01 -20.93 -12.98
H 20.50 -22.65 -15.10
H 21.85 -21.42 -15.08
H 20.61 -21.59 -16.50
C 17.82 -31.04 -19.19
C 18.36 -31.01 -20.63
C 18.68 -29.58 -21.11
N 19.48 -29.50 -22.41
C 18.58 -29.92 -23.50
C 19.04 -29.63 -24.91
C 19.23 -28.12 -25.13
C 20.24 -27.61 -24.09
C 19.75 -28.04 -22.70
C 20.70 -30.35 -22.36
H 17.44 -31.97 -18.92
H 17.01 -30.28 -19.13
H 18.62 -30.80 -18.37
H 17.54 -31.40 -21.26
H 19.21 -31.62 -20.76
H 19.26 -29.11 -20.31
H 17.79 -29.01 -21.34
H 17.69 -29.38 -23.31
H 18.44 -31.03 -23.45
H 18.18 -29.95 -25.55
H 19.93 -30.17 -25.25
H 18.24 -27.71 -25.15
H 19.69 -27.95 -26.10
H 20.24 -26.56 -23.93
H 21.27 -28.00 -24.23
H 18.76 -27.57 -22.57
H 20.37 -27.64 -21.91
H 20.48 -31.40 -22.17
H 21.38 -29.96 -21.60
H 21.32 -30.36 -23.23
C 14.55 -22.26 -21.76
C 13.14 -22.24 -22.31
C 13.23 -22.49 -23.82
C 12.06 -23.23 -24.43
C 11.67 -24.43 -23.63
C 11.12 -24.07 -22.27
N 12.29 -23.27 -21.54
O 12.58 -23.45 -20.42
C 10.95 -25.38 -21.41
C 9.86 -23.26 -22.23
C 12.28 -21.00 -21.85
H 14.67 -21.87 -20.70
H 15.08 -21.62 -22.38
H 14.91 -23.27 -21.73
H 13.96 -23.26 -23.87
H 13.42 -21.54 -24.34
H 12.30 -23.52 -25.54
H 11.21 -22.64 -24.50
H 12.58 -25.16 -23.61
H 10.86 -24.95 -24.17
H 11.89 -25.97 -21.23
H 10.25 -26.02 -21.95
H 10.52 -25.07 -20.46
H 9.58 -22.88 -21.25
H 9.04 -23.92 -22.42
H 9.84 -22.41 -22.98
H 11.26 -21.03 -22.36
H 12.97 -20.21 -22.32
H 12.25 -20.90 -20.78
C 13.93 -23.00 -13.88
C 12.70 -23.93 -13.99
C 11.40 -23.14 -14.40
C 11.33 -22.76 -15.95
C 11.51 -24.00 -16.88
C 12.82 -24.72 -16.64
N 13.06 -24.95 -15.05
O 13.59 -25.92 -14.76
C 13.98 -23.90 -16.97
C 12.90 -26.06 -17.45
C 12.49 -24.77 -12.74
H 13.91 -22.41 -14.75
H 14.88 -23.62 -13.89
H 13.88 -22.44 -12.97
H 11.35 -22.29 -13.71
H 10.63 -23.89 -14.19
H 12.04 -22.03 -16.20
H 10.37 -22.28 -16.18
H 11.47 -23.48 -17.86
H 10.71 -24.74 -16.71
H 13.84 -22.92 -16.60
H 14.22 -23.83 -18.04
H 14.92 -24.48 -16.65
H 13.17 -25.93 -18.49
H 12.03 -26.70 -17.23
H 13.70 -26.71 -17.11
H 12.11 -24.29 -11.78
H 13.41 -25.30 -12.46
H 11.73 -25.51 -12.97
N 16.11 -26.01 -21.93
S 15.18 -27.11 -22.51
O 13.83 -26.69 -22.67
O 15.41 -28.55 -22.32
F 15.65 -26.91 -24.03
S 16.61 -25.90 -20.38
O 17.36 -27.00 -19.96
O 15.59 -25.34 -19.53
F 17.68 -24.76 -20.61
N 11.21 -22.79 -10.07
S 10.10 -21.80 -9.52
O 10.54 -20.99 -8.41
O 8.74 -22.27 -9.54
F 10.17 -20.68 -10.77
S 11.76 -23.84 -8.95
O 12.61 -24.78 -9.53
O 10.69 -24.31 -8.08
F 12.74 -22.85 -8.12
N 18.94 -24.42 -13.53
S 18.33 -25.23 -14.75
O 18.56 -26.63 -14.67
O 18.74 -24.49 -15.93
F 16.76 -25.04 -14.55
S 18.77 -24.53 -11.99
O 19.78 -23.84 -11.30
O 18.46 -25.85 -11.51
F 17.44 -23.66 -11.74
C 14.82 -17.97 -14.29
F 14.29 -16.91 -13.59
F 13.81 -18.26 -15.23
F 15.98 -17.65 -14.91
S 15.17 -19.40 -13.20
O 16.08 -18.87 -12.21
O 13.86 -19.69 -12.69
O 15.78 -20.38 -14.04
C 9.71 -29.07 -15.13
F 10.77 -29.22 -15.93
F 8.56 -29.33 -15.85
F 9.78 -29.89 -14.12
S 9.59 -27.29 -14.50
O 10.34 -27.18 -13.26
O 10.22 -26.53 -15.56
O 8.18 -27.01 -14.35
C 9.93 -19.94 -18.88
F 11.24 -19.88 -18.44
F 9.23 -19.01 -18.23
F 9.86 -19.62 -20.20
S 9.21 -21.67 -18.83
O 10.38 -22.47 -19.14
O 8.60 -21.86 -17.49
O 8.21 -21.55 -19.83
*
```

(3)
The following is a DFT calculation (the ωB97M-V functional and the def2-TZVPD basis) of the molecule H3NOSSi in a non-equilibrium geometry.

Output
- HOMO (alpha / beta): -0.34337 / -0.34086 Eh
- Lowest unoccupied orbital energy (alpha / beta): -0.057 / -0.098 Ha
- Energy above the lowest of the compared OMol25 structures with the same formula, charge and spin: 102.5 kcal per mole
- Kohn-Sham gap (alpha / beta): 7.78 / 6.61 eV
- F_max: 4.1 eV/A

Geometry as ORCA input:
```
! wB97M-V def2-TZVPD RIJCOSX def2/J DEFGRID3
* xyz 0 1
N 0.72 1.56 0.10
O 0.91 -1.41 -1.00
Si -0.39 0.68 0.85
S -0.58 -0.94 -1.16
H -1.77 1.35 0.75
H -0.46 -0.53 1.79
H 1.56 -0.71 -1.33
*
```

(4)
The following is a DFT calculation (the ωB97M-V functional and the def2-TZVPD basis) of a cluster of 10 separate species, C36H46N10 in total in a non-equilibrium geometry.

Output
- HOMO: -0.29698 Eh
- Lowest unoccupied orbital energy: 0.010 Ha
- Energy above the lowest of the compared OMol25 structures with the same formula, charge and spin: 75.0 kcal per mole
- Structure (SMILES): c1cc[nH]c1.c1cc[nH]c1.c1cc[nH]c1.c1cc[nH]c1.c1cc[nH]c1.c1cc[nH]c1.c1cc[nH]c1.c1cc[nH]c1.CC#N.CC#N
- Kohn-Sham gap: 8.37 eV
- F_max: 3.7 eV/A

Geometry as ORCA input:
```
! wB97M-V def2-TZVPD RIJCOSX def2/J DEFGRID3
* xyz 0 1
C 0.56 -6.64 -3.07
C 0.39 -6.82 -1.67
N 0.28 -6.96 -0.53
H -0.01 -5.73 -3.28
H 0.28 -7.50 -3.68
H 1.63 -6.48 -3.10
C -4.25 -4.87 3.24
C -4.67 -6.26 3.24
N -4.96 -7.40 3.27
H -5.04 -4.24 3.64
H -3.98 -4.63 2.21
H -3.37 -4.70 3.87
N 5.22 2.10 5.50
C 4.59 3.36 5.51
C 3.85 3.37 6.70
C 4.03 2.15 7.35
C 4.88 1.38 6.60
H 5.85 1.82 4.76
H 4.79 4.00 4.67
H 3.17 4.14 7.04
H 3.68 1.87 8.33
H 5.21 0.36 6.71
N -5.68 -7.73 -4.61
C -5.60 -7.14 -3.36
C -6.11 -5.84 -3.48
C -6.40 -5.65 -4.81
C -6.10 -6.81 -5.57
H -5.53 -8.71 -4.82
H -5.26 -7.66 -2.48
H -6.20 -5.13 -2.68
H -6.90 -4.76 -5.14
H -6.30 -7.16 -6.57
N -7.57 6.84 -1.34
C -7.31 5.49 -1.40
C -8.48 4.80 -1.77
C -9.43 5.84 -1.92
C -8.87 7.06 -1.57
H -6.90 7.57 -1.15
H -6.35 5.09 -1.11
H -8.52 3.72 -1.87
H -10.46 5.65 -2.16
H -9.26 8.06 -1.55
N -0.19 2.74 -5.26
C -1.45 2.70 -5.76
C -1.35 3.13 -7.09
C 0.00 3.28 -7.42
C 0.71 3.14 -6.24
H 0.15 2.30 -4.41
H -2.30 2.41 -5.16
H -2.10 3.24 -7.86
H 0.36 3.62 -8.38
H 1.76 3.21 -6.02
N 10.02 2.36 1.01
C 9.10 1.64 0.33
C 8.02 2.45 -0.08
C 8.37 3.74 0.30
C 9.56 3.68 0.99
H 10.82 1.91 1.44
H 9.25 0.57 0.24
H 7.21 2.22 -0.75
H 7.66 4.55 0.17
H 10.15 4.41 1.53
N 0.95 -0.01 1.13
C 0.63 -0.80 0.09
C -0.72 -0.64 -0.21
C -1.25 0.29 0.62
C -0.21 0.60 1.46
H 1.86 0.09 1.56
H 1.39 -1.49 -0.24
H -1.28 -1.12 -1.00
H -2.28 0.58 0.69
H -0.23 1.27 2.31
N -3.38 6.84 8.43
C -4.01 7.25 7.26
C -3.81 6.29 6.34
C -3.11 5.22 6.89
C -2.80 5.59 8.20
H -3.34 7.37 9.29
H -4.51 8.20 7.19
H -4.14 6.33 5.31
H -2.88 4.32 6.35
H -2.33 5.10 9.04
N 7.15 -7.40 -2.34
C 7.12 -7.36 -3.73
C 6.98 -6.04 -4.17
C 7.05 -5.19 -3.05
C 7.16 -6.04 -1.94
H 7.29 -8.19 -1.73
H 7.09 -8.31 -4.23
H 6.75 -5.74 -5.18
H 6.89 -4.13 -3.01
H 7.32 -6.00 -0.87
*
```

(5)
The following is a DFT calculation (the ωB97M-V functional and the def2-TZVPD basis) of a structure of composition CH4ClN2 in a non-equilibrium geometry.

Output
- HOMO: -0.58822 Eh
- Lowest unoccupied orbital energy: -0.225 Ha
- Energy above the lowest of the compared OMol25 structures with the same formula, charge and spin: 90.4 kcal per mole
- Kohn-Sham gap: 9.88 eV
- F_max: 7.3 eV/A

Geometry as ORCA input:
```
! wB97M-V def2-TZVPD RIJCOSX def2/J DEFGRID3
* xyz 1 1
C -0.01 -0.02 0.56
N -0.81 0.98 0.10
N 1.01 -0.72 -0.97
Cl -0.02 -0.64 2.05
H -0.55 1.65 -0.56
H -1.43 1.23 0.84
H 1.50 -1.42 -0.43
H 0.31 -1.07 -1.60
*
```